Computed, not measured: a molecular structure, C19H31GeN3O6PtS3Se at a distorted geometry, with ωB97M-V/def2-TZVPD.

Element x y z (Å)
Pt -0.920 0.482 -1.047
C -1.689 4.101 0.944
C -0.392 3.312 1.027
C 0.210 3.453 2.422
C 0.615 3.790 -0.004
O -0.667 1.903 0.773
Ge -0.561 0.541 2.110
O 0.965 -0.093 1.362
C 1.997 -0.831 2.031
C 1.918 -2.278 1.557
C 1.852 -0.775 3.548
C 3.325 -0.209 1.616
O -1.634 -0.413 0.647
C -2.527 -1.563 0.748
C -3.896 -1.221 0.188
C -1.913 -2.736 0.003
C -2.632 -1.883 2.235
H -1.514 5.119 1.296
H -2.070 4.166 -0.074
H -2.452 3.648 1.577
H 0.478 4.496 2.596
H -0.498 3.157 3.197
H 1.119 2.854 2.523
H 0.865 4.839 0.162
H 1.532 3.208 0.087
H 0.218 3.698 -1.016
H 0.938 -2.696 1.794
H 2.068 -2.336 0.477
H 2.677 -2.895 2.041
H 0.920 -1.238 3.881
H 2.674 -1.310 4.024
H 1.870 0.256 3.908
H 3.492 -0.334 0.544
H 3.335 0.857 1.849
H 4.155 -0.684 2.141
H -3.870 -1.082 -0.894
H -4.582 -2.042 0.398
H -4.299 -0.322 0.657
H -1.779 -2.493 -1.050
H -0.948 -3.004 0.432
H -2.572 -3.604 0.058
H -3.062 -1.050 2.792
H -3.279 -2.752 2.363
H -1.656 -2.122 2.659
O -2.347 3.992 -2.647
S -2.168 2.592 -2.681
O -0.806 2.041 -2.764
O -2.948 2.167 -4.018
S -2.901 1.559 -1.104
Se 2.351 1.335 -1.690
N 1.133 0.014 -1.586
C 1.651 -1.069 -2.151
C 1.043 -2.359 -2.220
C 1.734 -3.365 -2.807
C 3.048 -3.177 -3.357
C 3.666 -1.977 -3.301
C 2.980 -0.884 -2.679
N 3.501 0.319 -2.533
H 0.067 -2.518 -1.794
H 1.293 -4.351 -2.858
H 3.546 -4.023 -3.812
H 4.659 -1.814 -3.694
S -3.329 0.608 -4.561
C -2.396 -0.311 -3.534
N -1.590 -0.693 -2.795

Output
**HOMO (spin up / spin down)**: -0.4093 / -0.4077 hartree
**LUMO (spin up / spin down)**: -0.18633 / -0.19473 hartree
**Expectation value of S²**: 0.76
**Total charge**: +1
**Spin multiplicity**: 2

---

Computed, not measured: C5H5N3O in the gas phase at a distorted geometry, with ωB97M-V/def2-TZVPD.

Element x y z (Å)
C -1.690 0.523 0.116
C -0.486 1.077 0.049
N 0.727 0.319 -0.095
C 0.769 -0.984 -0.127
N 1.882 -1.678 0.006
C 2.995 -0.958 0.175
N 3.088 0.286 -0.051
C 2.074 1.137 -0.212
O 2.042 2.351 -0.224
H -2.562 1.151 0.170
H -1.942 -0.550 -0.096
H -0.089 2.098 0.166
H -0.222 -1.417 -0.103
H 3.783 -1.669 0.536

Output
**HOMO**: -0.3563 hartree
**LUMO**: -0.01745 hartree
**SMILES**: C=Cn1cncnc1=O

---

Computed, not measured: a molecular structure, C27H33N3P2RhSe at a distorted geometry, with ωB97M-V/def2-TZVPD.

Element x y z (Å)
C -1.703 -4.446 2.274
C -1.682 -3.489 1.257
C -2.498 -2.343 1.447
C -2.593 -1.833 2.782
C -2.631 -2.782 3.804
C -2.265 -4.102 3.518
C -2.608 -0.341 2.783
C -3.779 0.041 1.932
C -3.672 -0.519 0.616
C -4.095 0.296 -0.470
C -5.190 1.131 -0.241
C -5.649 1.319 1.081
C -4.889 0.862 2.168
H -1.281 -5.452 2.119
H -2.982 -2.526 4.802
H -2.345 -4.874 4.287
H -2.477 0.192 3.747
H -5.696 1.659 -1.064
H -6.566 1.899 1.250
H -5.199 1.119 3.185
N -3.024 -1.702 0.345
Rh -0.409 0.040 0.527
C -0.848 -3.457 -0.011
H -1.533 -3.236 -0.842
H -0.271 -4.381 -0.205
C -3.243 0.185 -1.713
H -3.244 -0.877 -2.000
H -3.599 0.802 -2.558
P 0.314 -1.963 -0.121
P -1.409 0.513 -1.449
C -1.402 2.298 -1.805
H -0.384 2.697 -1.755
H -1.804 2.441 -2.816
H -2.049 2.801 -1.080
C -0.795 -0.120 -3.060
H -1.214 0.528 -3.841
H 0.296 -0.091 -3.140
H -1.148 -1.140 -3.240
C 1.551 -2.529 1.118
H 1.717 -3.609 0.979
H 2.504 -1.988 1.021
H 1.126 -2.342 2.114
C 1.187 -2.374 -1.710
H 1.950 -1.628 -1.982
H 1.679 -3.356 -1.599
H 0.461 -2.441 -2.533
H -1.579 0.021 2.092
H 0.246 1.747 0.768
C 3.962 -0.015 -0.412
N 3.667 1.404 -0.434
C 2.600 1.975 0.162
Se 1.581 1.098 1.479
N 2.717 3.312 -0.114
C 3.895 3.597 -0.818
C 4.650 4.772 -0.865
C 5.988 4.631 -1.248
C 6.560 3.371 -1.552
C 5.806 2.201 -1.455
C 4.477 2.355 -1.058
H 4.988 -0.122 -0.735
H 3.309 -0.577 -1.078
H 3.845 -0.414 0.590
H 2.012 3.999 0.109
H 4.200 5.731 -0.578
H 6.641 5.518 -1.294
H 7.620 3.308 -1.834
H 6.206 1.208 -1.645

Output
**HOMO (spin up / spin down)**: -0.2719 / -0.3950 hartree
**LUMO (spin up / spin down)**: -0.09594 / -0.17575 hartree
**Expectation value of S²**: 6.10
**Total charge**: +1
**Spin multiplicity**: 5